No. 1
33
Properties=species:S:1:pos:R:3 method="wB97M-V/def2-TZVPD" total_charge=+1 energy_ev=-20339.20972 homo_energy_ha=-0.46094
C -0.9425 1.5388 2.4691
O -1.7495 0.3743 2.7045
C -2.4346 -0.0575 1.4955
C -1.8936 -1.5212 1.1155
C -0.5612 -1.3947 0.2247
C 0.7247 -1.2560 1.1676
C 1.8399 -0.2425 0.5913
N 1.9760 -0.5036 -0.8660
N 2.6324 -1.5880 -1.3323
N 2.5870 -1.5763 -2.6633
N 1.9207 -0.5306 -3.1894
C 1.5239 0.1908 -2.0113
C 0.7418 1.5462 -1.8074
C -0.6198 1.6609 -2.6203
F -1.7748 1.3623 -1.8127
H -0.4538 1.5344 1.4354
H -1.5398 2.5145 2.5508
H -0.0903 1.5708 3.2318
H -3.5615 -0.1155 1.6880
H -2.2978 0.6689 0.6339
H -2.7119 -2.0189 0.4876
H -1.7526 -2.1811 2.0272
H -0.5119 -2.3155 -0.4348
H -0.6991 -0.4721 -0.4350
H 1.1964 -2.2916 1.2401
H 0.3787 -0.9483 2.2069
H 2.8190 -0.5160 1.1170
H 1.5657 0.8194 0.8579
H 3.0873 -2.2550 -0.6967
H 0.5433 1.7527 -0.7102
H 1.4262 2.3878 -2.1670
H -0.7371 2.7665 -2.8954
H -0.6311 1.0961 -3.6031

No. 2
42
Properties=species:S:1:pos:R:3 method="wB97M-V/def2-TZVPD" total_charge=-2 energy_ev=-45734.45894 homo_energy_ha=0.05324 e_above_lowest_ev=0.008
Li -1.4726 0.2887 -0.9162
P -3.3006 0.5467 -2.0782
O -1.9706 0.4547 -2.7492
O -3.0446 -0.7833 -1.2332
O -4.6066 0.3227 -2.8472
O -3.0786 1.5017 -0.9992
C -0.1446 3.1577 -1.4712
O 0.7044 4.1607 -2.0352
C 2.0274 3.7327 -2.4172
O 2.4144 2.6527 -2.0032
O 2.6274 4.5687 -3.2822
C 3.7864 4.0877 -3.9622
H -0.4266 2.3437 -2.1432
H -1.0076 3.6687 -1.1912
H 0.2314 2.5857 -0.5962
H 3.5524 3.4557 -4.8382
H 4.4924 3.5247 -3.3492
H 4.3414 4.9397 -4.2552
C -1.7736 -1.6273 1.8258
O -2.4396 -2.3533 2.8628
C -1.8466 -2.7013 3.9738
O -0.7056 -2.3293 4.2698
O -2.6396 -3.4243 4.8588
C -1.9936 -3.9993 6.0178
H -0.7046 -2.0533 1.6048
H -1.4716 -0.6493 2.2178
H -2.6846 -1.3833 0.9948
H -1.4766 -4.8433 5.9888
H -2.6426 -4.3573 6.7978
H -1.1326 -3.4123 6.3258
C 0.7464 -0.7963 -2.7922
O 1.4614 -1.3133 -1.7402
C 1.1524 -0.9493 -0.4322
O 0.3764 -0.1583 0.0048
O 2.0594 -1.6403 0.5038
C 2.1134 -1.3183 1.8478
H 0.0214 -1.5203 -3.2082
H 1.3414 -1.0903 -3.6742
H 0.4244 0.1807 -2.6752
H 1.1944 -0.8953 2.4288
H 2.9474 -0.5523 1.8448
H 2.5484 -2.0213 2.5228

No. 3
28
Properties=species:S:1:pos:R:3 method="wB97M-V/def2-TZVPD" total_charge=+1 energy_ev=-11106.00659 homo_energy_ha=-0.55085 e_above_lowest_ev=1.717
C -3.2981 0.6600 0.6003
C -2.1791 -0.2928 0.1959
C -0.8222 0.4134 0.2855
C 0.3691 -0.4230 -0.2048
C 0.4882 -1.7329 0.5660
C 0.3039 -0.7091 -1.7042
N 1.6256 0.3816 0.0650
C 1.7224 1.6887 -0.5882
C 2.3133 0.2377 1.3549
C 2.8872 -0.3184 0.3464
H -3.1637 1.0016 1.6237
H -3.3229 1.5290 -0.0529
H -4.2586 0.1583 0.5336
H -2.3523 -0.6329 -0.8251
H -2.2009 -1.1599 0.8554
H -0.6534 0.6998 1.3269
H -0.8959 1.3248 -0.3097
H 0.5349 -1.5659 1.6403
H -0.3805 -2.3501 0.3596
H 1.3700 -2.2930 0.2605
H -0.0340 0.1527 -2.2728
H 1.2713 -1.0309 -2.0835
H -0.4011 -1.5145 -1.8865
H 1.4785 1.6036 -1.6441
H 1.0457 2.3986 -0.1161
H 2.7388 2.0666 -0.4941
H 2.1796 0.5554 2.3599
H 3.6345 -0.8484 -0.1919

No. 4
32
Properties=species:S:1:pos:R:3 method="wB97M-V/def2-TZVPD" total_charge=0 energy_ev=-18745.43630 homo_energy_ha=-0.34639 e_above_lowest_ev=3.580
C 3.7774 -0.5108 -1.1782
C 2.6226 -0.9385 -0.2351
C 1.5167 0.2435 -0.0288
C 2.0847 1.5630 0.4280
C 0.5636 -0.4515 1.0115
N 0.1712 -1.8666 0.5550
C -0.5823 0.5891 1.1847
O -0.7164 1.2824 2.1996
N -1.3931 0.3633 0.0427
C -2.7426 0.7826 -0.0864
C -3.1304 1.5277 -1.3396
C -3.5265 -0.5437 0.0109
O -4.1853 -0.9514 -0.9502
O -3.3243 -1.3175 1.0446
H 3.5148 -0.2573 -2.2528
H 4.2878 -1.4844 -1.2323
H 4.4350 0.2619 -0.7261
H 2.8810 -1.1689 0.8412
H 2.0614 -1.5893 -0.7864
H 0.9861 0.1362 -1.0181
H 2.5431 1.5334 1.4013
H 3.0065 2.0464 -0.1482
H 1.2538 2.4217 0.2881
H 1.0196 -0.6610 2.0086
H -0.4077 -2.2087 1.3873
H 1.0020 -2.4836 0.7143
H -1.2319 -0.6387 -0.3984
H -2.8736 1.3745 0.8295
H -4.0939 1.4369 -1.7373
H -2.9406 2.6251 -1.2039
H -2.6114 0.8832 -2.0014
H -3.9669 -1.9991 1.3755

No. 5
33
Properties=species:S:1:pos:R:3 method="wB97M-V/def2-TZVPD" total_charge=0 energy_ev=-20794.18776 homo_energy_ha=-0.32369 e_above_lowest_ev=2.973
C 0.0752 2.0028 1.9953
C -0.5556 0.7604 2.6238
C -2.0473 0.5949 2.3048
N -2.3140 -0.2512 1.1562
N -2.5317 0.4750 -0.0720
C -2.1642 -0.2985 -1.1868
O -2.6223 -1.4240 -1.3523
O -1.3630 0.2793 -2.1161
C -0.2271 0.9867 -1.5886
C 0.9665 0.7840 -2.5121
C 2.0968 0.1008 -1.7544
O 1.7214 -1.2664 -1.6367
C 2.3439 -1.9560 -0.6627
C 1.7875 -3.3379 -0.5166
O 3.2353 -1.4982 0.0223
H -0.3435 2.2096 1.0189
H -0.1497 2.8678 2.6103
H 1.1515 1.9092 1.9381
H -0.4510 0.8066 3.6996
H -0.0784 -0.1343 2.2417
H -2.4882 0.0805 3.1515
H -2.5450 1.5650 2.2382
H -3.1130 -0.8382 1.3185
H -2.0728 1.3718 -0.0413
H -0.4592 2.0425 -1.4852
H 0.0051 0.5598 -0.6201
H 0.6765 0.1071 -3.3052
H 1.3144 1.7165 -2.9331
H 2.2061 0.5569 -0.7770
H 3.0437 0.2028 -2.2720
H 1.4619 -3.6905 -1.4881
H 0.9013 -3.2962 0.1038
H 2.5388 -3.9885 -0.1029

No. 6
33
Properties=species:S:1:pos:R:3 method="wB97M-V/def2-TZVPD" total_charge=0 energy_ev=-20796.03592 homo_energy_ha=-0.34863 e_above_lowest_ev=1.124
C 3.3113 1.4208 -0.0349
C 2.6625 0.0691 0.2483
C 3.7293 -0.9654 0.6382
C 1.8291 -0.4276 -0.9550
C 0.3198 -0.1793 -0.8190
N -0.0966 1.2132 -0.6081
C -0.2727 -1.0615 0.2742
O 0.3832 -1.8852 0.8699
N -1.6017 -0.8934 0.5681
C -2.5932 -0.1248 -0.1515
C -3.9593 -0.7810 0.0056
O -3.8725 -2.1020 -0.4771
C -2.7312 1.3251 0.2914
O -3.3395 2.1434 -0.3461
O -2.2317 1.5680 1.5223
H 3.8524 1.8128 0.8286
H 2.5779 2.1982 -0.3223
H 4.0447 1.3463 -0.8748
H 2.0018 0.1546 1.1291
H 4.3965 -1.1668 -0.2105
H 3.2542 -1.9177 0.9121
H 4.3353 -0.6301 1.4703
H 1.9322 -1.5109 -1.0767
H 2.1567 0.0510 -1.8543
H -0.1467 -0.5048 -1.7448
H 0.3315 1.6011 0.2393
H 0.2174 1.8022 -1.3699
H -1.9638 -1.5740 1.2322
H -2.3694 -0.0790 -1.2299
H -4.7137 -0.1502 -0.5607
H -4.2466 -0.7684 1.0921
H -4.7453 -2.4966 -0.3811
H -2.4518 2.5129 1.6950